ORCA calculation (ωB97M-V with the def2-TZVPD basis set) on 9 unconnected molecules or ions with the total composition C42H98N12O9.

The total energy is -2993.28187 hartree. The LUMO energy is 0.282 eV. The spin multiplicity is 1. As for the HOMO energy: -8.26 eV.

Last columns: bonded neighbours and bond lengths (Å).
Atoms and positions in Å:
1 C 8.183 -20.042 -2.480  C2 1.537, H12 1.098, H13 1.090, H14 1.088
2 C 7.681 -18.591 -2.549  C1 1.537, C3 1.535, C4 1.534, N10 1.447
3 C 8.405 -17.833 -3.671  C2 1.535, H15 1.087, H16 1.089, H17 1.094
4 C 6.192 -18.626 -2.920  C2 1.534, C5 1.524, H18 1.100, H19 1.096
5 C 5.342 -19.145 -1.767  C4 1.524, C6 1.521, H20 1.094, H21 1.092
6 C 5.533 -18.301 -0.516  C5 1.521, C7 1.536, H22 1.097, H23 1.091
7 C 7.004 -18.149 -0.103  C6 1.536, C8 1.540, C9 1.533, N10 1.473
8 C 7.097 -16.900 0.793  C7 1.540, H24 1.088, H25 1.092, H26 1.092
9 C 7.471 -19.362 0.710  C7 1.533, H27 1.090, H28 1.090, H29 1.091
10 N 7.773 -17.835 -1.320  C2 1.447, C7 1.473, O11 1.430
11 O 9.145 -17.653 -0.958  N10 1.430, H30 0.963
12 H 9.221 -20.035 -2.120  C1 1.098
13 H 7.692 -20.603 -1.685  C1 1.090
14 H 8.116 -20.551 -3.439  C1 1.088
15 H 8.430 -18.386 -4.606  C3 1.087
16 H 7.911 -16.866 -3.768  C3 1.089
17 H 9.435 -17.706 -3.325  C3 1.094
18 H 5.888 -17.613 -3.222  C4 1.100
19 H 5.943 -19.157 -3.845  C4 1.096
20 H 4.306 -19.109 -2.117  C5 1.094
21 H 5.584 -20.197 -1.608  C5 1.092
22 H 4.970 -18.845 0.252  C6 1.097
23 H 5.027 -17.340 -0.611  C6 1.091
24 H 6.817 -15.986 0.275  C8 1.088
25 H 8.111 -16.838 1.192  C8 1.092
26 H 6.441 -17.043 1.655  C8 1.092
27 H 8.556 -19.317 0.800  C9 1.090
28 H 7.041 -20.261 0.265  C9 1.090
29 H 7.023 -19.320 1.704  C9 1.091
30 H 9.325 -16.734 -1.182  O11 0.963
31 C 12.929 -18.053 7.945  C32 1.524, H42 1.096, H43 1.089, H44 1.091
32 C 12.414 -19.095 6.960  C31 1.524, C33 1.553, C34 1.543, N40 1.444
33 C 13.570 -20.118 6.782  C32 1.553, H45 1.086, H46 1.100, H47 1.094
34 C 11.238 -19.851 7.612  C32 1.543, C35 1.529, H48 1.096, H49 1.095
35 C 10.375 -20.707 6.684  C34 1.529, C36 1.514, H50 1.093, H51 1.095
36 C 9.927 -19.856 5.515  C35 1.514, C37 1.521, H52 1.097, H53 1.097
37 C 11.068 -19.156 4.794  C36 1.521, C38 1.533, C39 1.548, N40 1.471
38 C 11.869 -20.228 4.046  C37 1.533, H54 1.096, H55 1.088, H56 1.090
39 C 10.499 -18.123 3.791  C37 1.548, H57 1.090, H58 1.088, H59 1.089
40 N 11.932 -18.456 5.759  C32 1.444, C37 1.471, O41 1.407
41 O 12.918 -17.680 5.121  N40 1.407, H60 0.971
42 H 12.219 -17.219 7.982  C31 1.096
43 H 13.049 -18.437 8.957  C31 1.089
44 H 13.872 -17.618 7.611  C31 1.091
45 H 13.266 -21.050 6.313  C33 1.086
46 H 14.387 -19.611 6.250  C33 1.100
47 H 14.084 -20.381 7.711  C33 1.094
48 H 11.681 -20.524 8.355  C34 1.096
49 H 10.665 -19.139 8.215  C34 1.095
50 H 10.864 -21.647 6.414  C35 1.093
51 H 9.552 -21.054 7.317  C35 1.095
52 H 9.137 -19.184 5.871  C36 1.097
53 H 9.391 -20.404 4.730  C36 1.097
54 H 11.300 -20.710 3.243  C38 1.096
55 H 12.116 -21.089 4.664  C38 1.088
56 H 12.766 -19.818 3.580  C38 1.090
57 H 9.411 -18.174 3.822  C39 1.090
58 H 10.957 -18.293 2.820  C39 1.088
59 H 10.737 -17.111 4.115  C39 1.089
60 H 13.519 -18.295 4.669  O41 0.971
61 C 15.055 -14.459 -4.868  C62 1.541, H72 1.095, H73 1.087, H74 1.091
62 C 13.941 -15.433 -4.439  C61 1.541, C63 1.532, C64 1.525, N70 1.449
63 C 14.334 -16.124 -3.129  C62 1.532, H75 1.090, H76 1.093, H77 1.096
64 C 12.716 -14.559 -4.192  C62 1.525, C65 1.516, H78 1.097, H79 1.099
65 C 11.360 -15.234 -4.145  C64 1.516, C66 1.517, H80 1.099, H81 1.095
66 C 11.171 -15.988 -5.447  C65 1.517, C67 1.525, H82 1.096, H83 1.095
67 C 12.324 -16.940 -5.748  C66 1.525, C68 1.548, C69 1.532, N70 1.448
68 C 12.166 -18.236 -4.915  C67 1.548, H84 1.092, H85 1.092, H86 1.092
69 C 12.199 -17.365 -7.214  C67 1.532, H87 1.088, H88 1.095, H89 1.091
70 N 13.626 -16.350 -5.516  C62 1.449, C67 1.448, O71 1.393
71 O 14.701 -17.144 -5.909  N70 1.393, H90 0.964
72 H 16.035 -14.929 -4.737  C61 1.095
73 H 14.973 -14.128 -5.901  C61 1.087
74 H 15.038 -13.613 -4.178  C61 1.091
75 H 13.454 -16.436 -2.568  C63 1.090
76 H 15.028 -16.960 -3.253  C63 1.093
77 H 14.926 -15.460 -2.488  C63 1.096
78 H 12.865 -13.929 -3.306  C64 1.097
79 H 12.661 -13.774 -4.959  C64 1.099
80 H 11.218 -15.884 -3.271  C65 1.099
81 H 10.609 -14.461 -3.952  C65 1.095
82 H 11.019 -15.282 -6.272  C66 1.096
83 H 10.208 -16.510 -5.440  C66 1.095
84 H 11.997 -18.016 -3.859  C68 1.092
85 H 13.048 -18.866 -5.041  C68 1.092
86 H 11.306 -18.770 -5.325  C68 1.092
87 H 11.307 -17.955 -7.415  C69 1.088
88 H 13.031 -18.044 -7.430  C69 1.095
89 H 12.277 -16.514 -7.893  C69 1.091
90 H 14.964 -16.834 -6.783  O71 0.964
91 C 9.237 -25.959 0.338  C92 1.558, H102 1.087, H103 1.095, H104 1.086
92 C 10.271 -24.843 0.671  C91 1.558, C93 1.520, C94 1.530, N100 1.480
93 C 11.676 -25.283 0.292  C92 1.520, H105 1.091, H106 1.083, H107 1.092
94 C 9.964 -23.525 -0.044  C92 1.530, C95 1.517, H108 1.094, H109 1.096
95 C 8.668 -22.891 0.422  C94 1.517, C96 1.521, H110 1.092, H111 1.097
96 C 8.724 -22.638 1.920  C95 1.521, C97 1.550, H112 1.093, H113 1.091
97 C 9.162 -23.840 2.795  C96 1.550, C98 1.530, C99 1.537, N100 1.458
98 C 9.661 -23.187 4.085  C97 1.530, H114 1.088, H115 1.093, H116 1.092
99 C 7.911 -24.683 3.088  C97 1.537, H117 1.092, H118 1.093, H119 1.090
100 N 10.263 -24.510 2.113  C92 1.480, C97 1.458, O101 1.407
101 O 10.837 -25.519 2.908  N100 1.407, H120 0.972
102 H 8.422 -25.589 -0.280  C91 1.087
103 H 9.740 -26.705 -0.287  C91 1.095
104 H 8.932 -26.470 1.246  C91 1.086
105 H 11.683 -25.602 -0.751  C93 1.091
106 H 12.419 -24.532 0.532  C93 1.083
107 H 11.908 -26.193 0.849  C93 1.092
108 H 10.843 -22.900 0.142  C94 1.094
109 H 9.891 -23.665 -1.128  C94 1.096
110 H 8.493 -21.974 -0.145  C95 1.092
111 H 7.810 -23.504 0.117  C95 1.097
112 H 7.708 -22.411 2.254  C96 1.093
113 H 9.377 -21.769 2.019  C96 1.091
114 H 10.281 -22.305 3.940  C98 1.088
115 H 10.310 -23.792 4.722  C98 1.093
116 H 8.779 -22.869 4.646  C98 1.092
117 H 7.191 -24.053 3.614  C99 1.092
118 H 8.104 -25.527 3.754  C99 1.093
119 H 7.418 -25.016 2.175  C99 1.090
120 H 10.210 -26.261 2.930  O101 0.972
121 N 11.116 -21.221 -3.956  C122 1.373, H125 1.002, H126 1.003
122 C 11.953 -22.306 -3.888  N121 1.373, N123 1.383, O124 1.215
123 N 11.331 -23.537 -3.995  C122 1.383, H127 1.006, H128 1.005
124 O 13.144 -22.220 -3.664  C122 1.215
125 H 10.138 -21.427 -3.888  N121 1.002
126 H 11.511 -20.306 -3.839  N121 1.003
127 H 11.889 -24.277 -3.604  N123 1.006
128 H 10.333 -23.611 -3.902  N123 1.005
129 N 16.378 -19.530 -4.053  C130 1.370, H133 1.005, H134 1.003
130 C 16.230 -20.435 -3.036  N129 1.370, N131 1.378, O132 1.219
131 N 15.134 -20.210 -2.231  C130 1.378, H135 1.005, H136 1.007
132 O 16.992 -21.364 -2.834  C130 1.219
133 H 15.834 -18.685 -4.081  N129 1.005
134 H 17.234 -19.524 -4.577  N129 1.003
135 H 14.303 -19.689 -2.451  N131 1.005
136 H 15.171 -20.813 -1.426  N131 1.007
137 N 15.169 -24.879 0.205  C138 1.381, H141 1.004, H142 1.003
138 C 15.450 -24.488 -1.089  N137 1.381, N139 1.374, O140 1.212
139 N 14.914 -23.274 -1.448  C138 1.374, H143 1.003, H144 1.008
140 O 16.115 -25.167 -1.840  C138 1.212
141 H 15.526 -25.770 0.501  N137 1.004
142 H 14.394 -24.563 0.756  N137 1.003
143 H 14.135 -22.875 -0.960  N139 1.003
144 H 15.256 -22.857 -2.298  N139 1.008
145 N 17.234 -18.474 -0.196  C146 1.373, H149 1.005, H150 1.004
146 C 16.914 -18.539 1.137  N145 1.373, N147 1.371, O148 1.223
147 N 17.889 -18.076 1.981  C146 1.371, H151 1.004, H152 1.003
148 O 15.891 -19.064 1.555  C146 1.223
149 H 17.966 -17.816 -0.403  N145 1.005
150 H 16.661 -18.811 -0.949  N145 1.004
151 H 17.763 -18.332 2.944  N147 1.004
152 H 18.833 -17.905 1.686  N147 1.003
153 C 12.799 -20.117 0.543  C154 1.526, H156 1.087, H157 1.091, H158 1.091
154 C 11.954 -20.189 -0.726  C153 1.526, O155 1.446, H159 1.093, H160 1.092
155 O 12.113 -18.934 -1.426  C154 1.446, H161 0.963
156 H 12.914 -19.085 0.863  C153 1.087
157 H 13.811 -20.479 0.354  C153 1.091
158 H 12.393 -20.752 1.332  C153 1.091
159 H 10.883 -20.348 -0.573  C154 1.093
160 H 12.326 -20.952 -1.413  C154 1.092
161 H 11.366 -18.364 -1.216  O155 0.963

=====

ORCA calculation (ωB97M-V with the def2-TZVPD basis set) on 2 unconnected molecules or ions with the total composition C2H2IN3.

The total energy is -539.30756 hartree. The LUMO energy is -0.117 eV. The spin multiplicity is 1. As for the HOMO energy: -9.67 eV.

Last columns: bonded neighbours and bond lengths (Å).
Atoms and positions in Å:
1 I 1.178 0.868 -2.113  C2 2.047
2 C 1.073 -0.030 -0.277  I1 2.047, N3 1.276, C4 1.471
3 N 1.738 -0.578 0.664  C2 1.276, C4 1.531
4 C 0.474 0.195 1.048  C2 1.471, N3 1.531, H5 1.010, H6 1.130
5 H 0.562 1.156 1.347  C4 1.010
6 H -0.406 -0.255 1.595  C4 1.130
7 N -2.694 -0.349 -1.361  N8 1.111
8 N -1.925 -1.006 -0.903  N7 1.111